Computed, not measured: 3 unconnected molecules or ions with the total composition C2H12NO3 in a non-equilibrium geometry, with ωB97M-V/def2-TZVPD.

Bonds (Å) are listed after each position.
Positions of all 18 atoms, in Å:
1 O -0.71 3.37 -1.59  H12 0.960, H14 0.962
2 H 1.34 -0.53 1.90  C16 1.096
3 H 2.53 -1.45 -0.37  C9 1.093
4 H 0.50 -1.75 1.00  C16 1.087
5 H -1.11 -0.26 1.14  N13 1.035
6 H -0.40 0.37 -0.26  N13 1.036
7 H -2.91 -2.42 0.59  O17 0.969
8 H 2.62 0.24 0.15  C9 1.099
9 C 1.93 -0.55 -0.21  H3 1.093, H8 1.099, C16 1.531, O18 1.416
10 H -0.06 1.09 1.23  N13 1.039
11 H -3.16 -1.13 1.35  O17 0.973
12 H 0.09 3.10 -2.06  O1 0.960
13 N -0.26 0.18 0.75  H5 1.035, H6 1.036, H10 1.039, C16 1.507
14 H -1.46 2.98 -2.06  O1 0.962
15 H 1.28 -0.76 -2.05  O18 0.964
16 C 0.91 -0.75 0.92  H2 1.096, H4 1.087, C9 1.531, N13 1.507
17 O -2.44 -1.67 0.97  H7 0.969, H11 0.973
18 O 1.32 -0.06 -1.39  C9 1.416, H15 0.964

The multiplicity is 2. For the frontier orbital gap (spin up / spin down), the calculation gives 3.65 / 11.72 eV. The value obtained for the HOMO energy (spin up / spin down) is -0.1071 / -0.4141 Ha.